Here is a 12-piece molecular cluster, C61H134N8O14 overall at a distorted geometry from the Open Molecules 2025 dataset. Energies are from ωB97M-V/def2-TZVPD.

As for the HOMO-LUMO gap: 0.3157 Ha. The value obtained for the total energy is -105987.3461 eV. The value obtained for the LUMO energy is -5.20 eV. As for the highest occupied orbital energy: -13.786 eV. As for the total charge: +4.

XYZ file:
```
217
Properties=species:S:1:pos:R:3:mulliken_charge:R:1
C -1.214 2.961 -6.662 -1.350
C -1.361 2.044 -5.487 0.708
O -2.110 1.070 -5.398 -0.751
N -0.456 2.289 -4.479 -0.087
H 0.341 2.904 -4.657 0.233
H -2.906 -0.696 -5.878 0.486
C -0.377 1.368 -3.323 -0.550
H -0.297 2.660 -7.130 0.354
H -1.083 3.997 -6.444 0.405
H -2.027 2.829 -7.372 0.330
H 0.225 0.509 -3.490 0.341
H -1.378 0.967 -3.131 0.336
H 0.032 1.907 -2.486 -0.070
C -1.305 1.566 3.073 0.052
C -2.496 1.339 2.116 0.244
O -3.639 1.684 2.381 -0.665
N -2.253 0.658 0.974 -0.126
H 1.827 -7.497 -0.540 0.359
H -3.046 0.540 0.335 0.280
C -0.978 0.359 0.305 -0.737
H -0.423 0.964 3.106 0.690
H -1.771 1.688 4.059 -0.635
H -1.026 2.638 2.931 0.135
H -0.630 1.058 -0.410 0.169
H -1.153 -0.618 -0.214 0.332
H -0.239 0.142 1.045 0.311
C 7.553 1.795 -0.723 -1.545
C 6.721 2.770 -1.541 0.241
C 7.174 2.818 -2.961 -0.766
N 6.416 3.690 -4.069 0.034
C 4.867 3.460 -4.028 -0.903
C 4.514 2.088 -4.600 -0.372
C 5.019 2.054 -6.036 -0.620
C 6.540 2.124 -6.099 -0.539
C 7.062 3.416 -5.443 -0.530
C 6.561 5.188 -3.725 -0.964
H 8.560 2.234 -0.660 0.440
H 7.622 0.819 -1.144 0.387
H 7.148 1.703 0.281 0.261
H 6.815 3.771 -1.161 0.323
H 5.748 2.384 -1.438 0.092
H 7.097 1.771 -3.345 0.302
H 8.236 3.159 -3.046 0.381
H 4.474 3.704 -3.041 0.431
H 4.466 4.217 -4.662 0.549
H 5.001 1.301 -4.014 0.250
H 3.445 1.975 -4.522 0.214
H 4.759 1.068 -6.498 0.332
H 4.568 2.885 -6.630 0.319
H 6.951 1.271 -5.505 0.297
H 6.905 2.192 -7.098 0.401
H 8.140 3.336 -5.324 0.314
H 6.852 4.353 -6.007 0.427
H 5.981 5.330 -2.784 0.372
H 6.139 5.721 -4.614 0.475
H 7.596 5.470 -3.593 0.344
C 9.002 -12.127 -8.681 -1.433
C 7.670 -11.815 -7.907 -0.142
C 7.552 -10.330 -7.757 -0.714
N 6.422 -9.801 -6.765 0.060
C 6.316 -8.272 -6.897 -0.721
C 5.343 -7.619 -5.913 -0.714
C 6.015 -7.828 -4.518 -0.729
C 6.154 -9.306 -4.256 -0.559
C 6.867 -10.148 -5.309 -0.537
C 5.051 -10.400 -7.101 -0.921
H 9.102 -11.656 -9.730 0.329
H 9.195 -13.182 -8.759 0.401
H 9.839 -11.734 -8.149 0.399
H 7.787 -12.335 -6.971 0.265
H 6.806 -12.119 -8.485 0.371
H 7.313 -9.799 -8.674 0.415
H 8.479 -9.902 -7.336 0.354
H 7.289 -7.932 -6.781 0.542
H 6.091 -8.137 -7.989 0.484
H 5.177 -6.540 -6.037 0.310
H 4.376 -8.072 -5.939 0.313
H 6.980 -7.269 -4.583 0.292
H 5.448 -7.398 -3.742 0.472
H 6.616 -9.491 -3.303 0.390
H 5.092 -9.656 -4.317 0.247
H 7.963 -9.978 -5.301 0.404
H 6.738 -11.267 -5.213 0.329
H 4.772 -10.084 -8.134 0.332
H 4.345 -10.236 -6.289 0.423
H 5.202 -11.496 -7.239 0.340
C 4.464 0.299 1.993 -1.626
C 4.417 1.838 2.307 -0.223
C 3.142 2.193 3.052 -0.277
N 3.180 3.572 3.746 0.590
C 1.877 3.781 4.490 -1.115
C 1.786 5.093 5.330 0.289
C 2.962 5.106 6.381 -0.886
C 4.225 4.966 5.581 -0.846
C 4.371 3.685 4.729 -0.592
C 3.347 4.632 2.712 -0.777
H 5.389 0.178 1.519 0.417
H 3.652 0.152 1.298 0.339
H 4.431 -0.428 2.847 0.394
H 4.560 2.347 1.365 0.205
H 5.229 2.236 2.909 0.436
H 2.949 1.549 3.893 0.502
H 2.311 2.256 2.340 -0.047
H 1.802 2.878 5.128 0.383
H 1.110 3.767 3.780 0.625
H 0.891 4.967 5.935 -0.494
H 1.836 6.013 4.679 0.456
H 2.782 4.296 7.052 0.325
H 3.076 6.052 6.917 0.444
H 5.083 4.949 6.243 0.492
H 4.352 5.922 5.048 0.321
H 4.397 2.730 5.277 0.368
H 5.252 3.779 4.080 0.506
H 3.350 5.692 3.133 0.445
H 2.602 4.451 1.919 0.068
H 4.327 4.508 2.285 0.409
C -7.776 -1.953 9.471 -1.290
C -6.976 -1.102 8.447 -0.114
C -5.552 -1.571 8.278 -1.000
N -4.579 -0.617 7.585 0.544
C -4.484 0.661 8.416 -0.866
C -4.983 -0.297 6.163 -1.146
C -3.710 -0.113 5.388 1.555
C -2.647 -0.974 6.019 -0.538
C -3.209 -1.280 7.488 -0.755
H -7.461 -1.832 10.507 0.357
H -7.682 -3.015 9.125 0.320
H -8.850 -1.678 9.412 0.362
H -7.019 -0.037 8.723 0.205
H -7.526 -1.129 7.475 0.329
H -5.480 -2.517 7.792 0.584
H -5.092 -1.748 9.288 0.386
H -3.841 1.249 7.869 0.278
H -4.049 0.474 9.405 0.263
H -5.504 1.162 8.549 0.248
H -5.579 0.612 6.185 0.429
H -5.643 -1.115 5.836 0.477
H -3.362 0.882 5.408 -1.480
H -4.022 -0.366 4.370 0.505
H -1.807 -0.333 6.157 0.166
H -2.389 -1.937 5.480 0.448
H -2.622 -0.906 8.326 0.393
H -3.424 -2.328 7.615 0.344
C -7.594 -1.709 -8.118 -1.305
C -8.780 -1.759 -7.135 -0.094
C -8.129 -2.005 -5.842 -1.130
N -8.955 -2.289 -4.604 0.476
C -9.849 -3.417 -4.784 -1.091
C -8.053 -2.655 -3.438 -0.460
C -8.924 -2.449 -2.205 -0.573
C -9.607 -1.087 -2.528 -0.674
C -9.795 -1.125 -4.089 -0.424
H -7.018 -2.651 -8.007 0.345
H -6.975 -0.870 -7.943 0.329
H -7.977 -1.622 -9.140 0.420
H -9.471 -2.554 -7.390 0.378
H -9.464 -0.856 -7.123 0.268
H -7.497 -1.194 -5.492 0.391
H -7.329 -2.751 -6.021 0.438
H -9.276 -4.310 -5.088 0.302
H -10.687 -3.192 -5.397 0.403
H -10.236 -3.672 -3.784 0.437
H -7.664 -3.650 -3.532 0.432
H -7.165 -2.007 -3.373 0.207
H -9.680 -3.248 -2.205 0.232
H -8.318 -2.397 -1.256 0.387
H -10.514 -0.980 -1.972 0.356
H -8.893 -0.331 -2.286 0.375
H -10.828 -1.318 -4.340 0.354
H -9.392 -0.184 -4.466 0.309
C -0.643 6.287 8.449 -1.103
C -1.672 6.732 7.316 -0.369
C -2.891 5.773 7.276 0.055
N -3.677 5.881 5.944 0.214
C -4.338 7.235 5.827 -0.971
C -4.798 4.784 5.901 -0.101
C -5.172 4.685 4.498 -0.637
C -3.984 5.155 3.699 -0.462
C -2.943 5.547 4.777 0.085
H -1.041 6.104 9.519 0.280
H 0.100 7.000 8.428 0.446
H -0.353 5.323 8.026 0.187
H -1.155 6.676 6.317 0.187
H -1.949 7.740 7.451 0.469
H -3.652 5.910 8.044 0.478
H -2.529 4.741 7.269 -0.526
H -3.715 8.062 6.112 0.304
H -5.214 7.244 6.424 0.357
H -4.650 7.382 4.807 0.419
H -5.500 4.937 6.703 0.575
H -4.184 3.978 6.207 -0.313
H -6.040 5.303 4.342 0.307
H -5.392 3.617 4.290 0.409
H -4.269 5.937 3.028 0.468
H -3.588 4.200 3.197 -0.087
H -2.236 6.307 4.463 0.513
H -2.407 4.574 5.052 -0.323
O 2.020 3.244 -1.822 -0.488
C 2.401 2.773 -0.581 0.422
O 1.648 2.889 0.375 -0.697
O 3.528 2.180 -0.485 -0.622
H 1.205 3.806 -1.783 0.348
O -1.133 1.376 7.597 -0.431
C -1.296 2.528 6.754 -0.441
O -0.329 3.292 6.690 -0.632
O -2.420 2.503 6.195 0.224
H -0.191 1.412 7.758 0.297
O -4.607 0.544 -4.496 -0.434
C -4.568 -0.783 -4.776 0.620
O -3.673 -1.228 -5.681 -0.503
O -5.364 -1.551 -4.290 -0.609
H -3.858 1.024 -4.982 0.478
O 3.465 -4.898 -0.036 -0.421
C 2.772 -5.716 -0.845 0.723
O 2.184 -6.669 -0.133 -0.486
O 2.814 -5.540 -2.019 -0.512
H 3.288 -5.143 0.885 0.339
```